[1]
C5H7NO | ωB97M-V with the def2-TZVPD basis set

Last column: Mulliken charge in e.
Cartesian coordinates (Å):
C -1.3758 -1.1357 0.2754  -1.541
C -0.5364 0.1478 0.1978  0.620
C -1.2501 1.1938 -0.5537  0.090
N -1.8001 1.9894 -1.1884  -0.440
C 0.8502 -0.1158 -0.4471  -0.593
C 1.9584 0.6371 0.2676  -0.069
O 2.3203 0.3293 1.3769  -0.457
H -2.3805 -0.9372 0.6587  0.400
H -0.8782 -1.8436 0.9461  0.392
H -1.4709 -1.6006 -0.7103  0.353
H -0.3754 0.5156 1.2178  0.227
H 1.0819 -1.1780 -0.3233  0.290
H 0.8358 0.1126 -1.5179  0.389
H 2.4213 1.5013 -0.2557  0.337

Forces on the atoms, in the same order (eV/Å):
-0.0486 -0.0785 -0.0005
0.0069 -0.0194 0.0544
-0.4287 0.6393 -0.5143
0.5160 -0.7324 0.6355
0.1465 -0.1114 -0.0355
0.0312 0.0699 0.1969
-0.1367 0.1385 -0.3872
0.1651 0.0131 -0.0445
-0.0846 0.1135 -0.1174
0.0102 0.0893 0.0970
-0.0700 -0.0171 -0.1299
-0.0305 0.0837 -0.0130
-0.0084 -0.0192 0.1965
-0.0684 -0.1692 0.0620

Output
**ΔE to the lowest compared entry with this formula, charge and spin**: 20.7 kcal per mole
**Frontier orbital gap**: 11.00 eV
**F_max**: 1.1 eV/A
**Spin multiplicity**: 1

=====

[2]
C5H7NO | ωB97M-V with the def2-TZVPD basis set

Last column: Mulliken charge in e.
Cartesian coordinates (Å):
O -1.7851 0.7996 0.9457  -0.508
C -0.6405 -0.0201 1.0988  0.080
C -0.3870 -1.0957 0.0761  -0.220
C 0.4496 -0.4909 -0.9862  -0.075
C 0.6995 0.9550 -0.6241  -0.588
C 0.5095 0.9842 0.8839  -0.601
N 1.0598 -1.3414 0.0471  -0.609
H -1.8506 1.0780 0.0223  0.358
H -0.6989 -0.4175 2.1146  0.353
H -1.0287 -1.9584 -0.0905  0.400
H 0.4788 -0.8876 -1.9992  0.422
H -0.0231 1.6899 -1.0214  0.312
H 1.6880 1.3085 -0.9419  0.327
H 1.5297 -0.7386 0.7457  0.350

Forces on the atoms, in the same order (eV/Å):
-0.1081 0.0315 -0.2550
0.2334 -0.1331 0.1537
-0.1757 0.0331 0.0463
0.0529 0.1027 -0.1336
0.0808 -0.0880 0.1656
-0.4203 0.5836 -0.1893
0.2520 -0.2351 0.0521
-0.0290 -0.0734 0.1229
0.1204 0.0868 -0.0896
0.0827 0.2152 0.1014
-0.0124 0.1471 0.1987
0.0901 -0.0960 -0.0502
-0.1698 0.0018 0.1800
0.0029 -0.5761 -0.3030

Output
**ΔE to the lowest compared entry with this formula, charge and spin**: 124.6 kcal per mole
**Frontier orbital gap (alpha / beta)**: 8.27 / 8.27 eV
**F_max**: 0.7 eV/A
**Spin multiplicity**: 1

=====

[3]
C5H7NO | ωB97M-V with the def2-TZVPD basis set

Last column: Mulliken charge in e.
Cartesian coordinates (Å):
C 0.6504 1.1425 0.6667  -1.402
C 0.6210 0.1682 -0.5237  0.490
C 1.5864 -0.9210 -0.3112  0.122
N 2.3231 -1.7958 -0.1384  -0.445
C -0.7895 -0.4191 -0.8056  -0.709
C -1.5658 -0.5959 0.4777  -0.054
O -2.5082 0.0961 0.7785  -0.463
H 0.5238 0.6081 1.6137  0.365
H 1.6042 1.6747 0.7073  0.406
H -0.1605 1.8719 0.5811  0.352
H 0.9420 0.7010 -1.4254  0.219
H -1.3571 0.2590 -1.4479  0.319
H -0.6931 -1.3854 -1.3146  0.404
H -1.1972 -1.3875 1.1632  0.397

Forces on the atoms, in the same order (eV/Å):
-0.0015 0.0700 0.0409
0.0497 0.0167 -0.0248
0.6249 -0.7407 0.1621
-0.6671 0.8108 -0.1427
-0.1148 0.0483 -0.0558
-0.2182 0.1620 0.0693
0.3505 -0.3566 -0.0964
0.0021 0.0818 -0.1464
-0.1277 -0.0908 -0.0231
0.1246 -0.0938 -0.0437
-0.0225 -0.1110 0.1047
0.0984 -0.0046 0.1183
-0.0185 0.1504 0.0753
-0.0798 0.0576 -0.0376

Output
**ΔE to the lowest compared entry with this formula, charge and spin**: 20.0 kcal per mole
**Frontier orbital gap**: 10.93 eV
**F_max**: 1.1 eV/A
**Spin multiplicity**: 1

=====

[4]
C5H7NO | ωB97M-V with the def2-TZVPD basis set

Last column: Mulliken charge in e.
Cartesian coordinates (Å):
O -1.5165 0.7836 1.3872  -0.299
C -0.4909 1.4204 1.2754  -0.491
C -1.2118 -0.4685 -1.2002  -0.204
N -0.0400 -0.4555 -0.6859  0.055
C 0.9333 0.6592 -0.6262  -0.708
C 0.8589 0.4140 0.8725  0.059
C 0.3519 -0.9966 0.6407  -0.663
H -1.4548 0.2314 -1.9946  0.279
H -1.9361 -1.1985 -0.8553  0.271
H 0.4991 1.6231 -0.9489  0.327
H 1.8444 0.4201 -1.1875  0.244
H 1.6805 0.6562 1.5420  0.589
H 1.0258 -1.8558 0.5396  0.257
H -0.5438 -1.2332 1.2412  0.285

Forces on the atoms, in the same order (eV/Å):
0.5188 0.4439 -0.0482
-0.4532 -0.4719 0.0593
0.4918 -0.0455 0.1047
-0.7738 -0.0795 -0.3775
0.0741 0.1816 -0.1571
0.2166 0.1050 0.2392
-0.1122 -0.1548 0.1081
0.0466 -0.0788 0.1352
0.1151 0.0842 -0.0047
0.0793 -0.1391 0.0155
-0.1425 0.0276 0.1232
-0.1545 -0.0359 -0.1060
-0.0617 0.1863 0.0190
0.1556 -0.0232 -0.1107

Output
**ΔE to the lowest compared entry with this formula, charge and spin**: 120.0 kcal per mole
**Frontier orbital gap (alpha / beta)**: 5.73 / 5.73 eV
**F_max**: 0.9 eV/A
**Spin multiplicity**: 1

=====

[5]
C5H7NO | ωB97M-V with the def2-TZVPD basis set

Last column: Mulliken charge in e.
Cartesian coordinates (Å):
C -1.1266 0.7808 0.9421  -1.117
C -1.2696 0.0744 -0.3742  0.012
C -0.2856 -0.2356 -1.2181  -0.277
C 1.1759 0.0917 -0.9981  -0.642
N 1.8130 -0.6782 0.0521  -0.364
C 1.4825 -1.2184 1.0760  0.675
O 1.2834 -1.7784 2.0919  -0.479
H -1.7810 1.6590 0.9852  0.345
H -1.4227 0.1186 1.7649  0.261
H -0.1011 1.1111 1.1336  0.301
H -2.2833 -0.2208 -0.6444  0.346
H -0.5274 -0.7674 -2.1359  0.338
H 1.3027 1.1546 -0.7592  0.278
H 1.7397 -0.0913 -1.9160  0.322

Forces on the atoms, in the same order (eV/Å):
0.0661 0.0386 0.0369
0.1090 -0.0588 -0.1171
-0.1495 -0.0078 0.1070
-0.0737 0.1645 -0.1174
-0.1059 -0.3385 0.5549
0.0295 -0.0675 0.0831
0.0939 0.3476 -0.6484
0.0744 -0.1343 -0.0168
0.0408 0.0988 -0.1203
-0.1438 -0.0345 -0.0393
0.1514 0.0288 0.0244
0.0243 0.0621 0.1369
-0.0277 -0.1344 -0.0217
-0.0886 0.0356 0.1377

Output
**ΔE to the lowest compared entry with this formula, charge and spin**: 18.5 kcal per mole
**Frontier orbital gap**: 10.66 eV
**F_max**: 0.7 eV/A
**Spin multiplicity**: 1

=====

[6]
C5H7NO | ωB97M-V with the def2-TZVPD basis set

Last column: Mulliken charge in e.
Cartesian coordinates (Å):
N 2.7441 0.1437 -0.1690  -0.716
C 1.5175 -0.0286 0.0382  0.413
O 0.8506 -1.2360 0.1812  -0.431
C -0.2270 -0.6778 -0.6200  -0.042
C -1.5002 -0.4652 0.1722  -0.625
C -0.8813 0.8413 0.7390  -0.692
C 0.2864 0.7532 -0.2965  -0.123
H 3.1932 -0.7759 -0.1731  0.270
H -0.1822 -1.1064 -1.6203  0.440
H -1.7656 -1.2609 0.8711  0.298
H -2.3438 -0.2685 -0.4965  0.265
H -0.5839 0.7881 1.7883  0.274
H -1.5058 1.7266 0.5970  0.290
H 0.3982 1.5663 -1.0118  0.381

Forces on the atoms, in the same order (eV/Å):
-0.2957 -0.0700 0.2908
0.4099 0.1538 -0.1742
0.0538 -0.1156 -0.1044
-0.3428 -0.1522 -0.3237
-0.1247 -0.0754 0.0483
-0.0081 0.1147 0.1439
0.1048 0.1309 -0.1282
0.1454 0.1800 0.2115
-0.2432 0.0058 0.0276
0.0432 0.0998 -0.0592
0.0842 -0.0072 0.1309
0.0638 0.0197 -0.1769
0.1423 -0.1308 0.0384
-0.0329 -0.1535 0.0751

Output
**ΔE to the lowest compared entry with this formula, charge and spin**: 49.4 kcal per mole
**Frontier orbital gap**: 11.01 eV
**F_max**: 0.5 eV/A
**Spin multiplicity**: 1

=====

[7]
C5H7NO | ωB97M-V with the def2-TZVPD basis set

Last column: Mulliken charge in e.
Cartesian coordinates (Å):
C 0.0254 2.2311 0.9579  -0.060
C -0.1868 1.0588 0.7330  -0.553
C -0.4281 -0.5083 1.4248  -0.330
N -0.4218 -1.3512 0.3239  -0.462
C -0.4183 -0.4157 -0.9022  0.651
C 0.9599 -0.2564 -1.4923  -0.938
O -1.4489 -0.3896 -1.5512  -0.563
H 0.2829 3.2378 1.1931  0.431
H -1.3780 -0.4720 1.9610  0.323
H 0.4570 -0.6224 2.0470  0.263
H -1.2990 -1.8572 0.2686  0.307
H 1.0689 -0.9994 -2.2863  0.337
H 1.7455 -0.3954 -0.7490  0.288
H 1.0412 0.7399 -1.9282  0.306

Forces on the atoms, in the same order (eV/Å):
0.1023 -0.4055 -0.1684
-0.4653 -1.4727 3.4596
0.9651 4.2364 -0.5470
-0.3278 -0.1688 -3.0415
-1.4252 -4.5499 -0.8014
0.1570 1.0457 0.2598
1.2391 0.9857 0.8015
-0.0984 0.0826 -0.3308
0.2835 0.2150 0.1491
-0.2461 0.0930 0.4149
0.0464 0.0186 -0.2124
-0.1720 -0.0136 0.1689
-0.1571 0.0229 -0.0775
0.0987 -0.0894 -0.0750

Output
**ΔE to the lowest compared entry with this formula, charge and spin**: 96.2 kcal per mole
**Frontier orbital gap**: 9.36 eV
**F_max**: 4.8 eV/A
**Spin multiplicity**: 1

=====

[8]
C5H7NO | ωB97M-V with the def2-TZVPD basis set

Last column: Mulliken charge in e.
Cartesian coordinates (Å):
C -0.3212 0.0050 1.5339  -1.409
C 0.6348 -0.3037 0.3693  0.686
C 1.8409 0.5358 0.4085  0.070
N 2.7613 1.2298 0.3125  -0.449
C 0.0947 -0.1387 -1.0783  -0.802
C -1.3880 -0.0513 -1.3442  0.003
O -2.2824 -0.0715 -0.5367  -0.461
H -0.7464 1.0077 1.4818  0.324
H 0.2128 -0.0991 2.4827  0.416
H -1.1545 -0.6991 1.5245  0.353
H 0.9529 -1.3436 0.5024  0.209
H 0.4995 0.7823 -1.5112  0.367
H 0.4986 -0.9372 -1.7163  0.349
H -1.6031 0.0836 -2.4288  0.344

Forces on the atoms, in the same order (eV/Å):
-0.0931 -0.0021 0.1106
-0.1508 -0.1171 -0.0164
0.8748 0.5419 -0.0092
-0.8001 -0.6438 0.2399
-0.0756 -0.0497 0.0266
-0.2152 -0.0045 0.1739
0.3365 -0.0717 -0.3960
0.1198 -0.0316 -0.0626
-0.0014 0.0468 -0.1546
0.1693 0.1090 -0.0012
0.0612 0.1454 -0.0752
-0.0505 -0.0061 -0.0439
-0.1204 0.1408 0.0597
-0.0544 -0.0574 0.1484

Output
**ΔE to the lowest compared entry with this formula, charge and spin**: 23.4 kcal per mole
**Frontier orbital gap**: 10.93 eV
**F_max**: 1.1 eV/A
**Spin multiplicity**: 1

=====

[9]
C5H7NO | ωB97M-V with the def2-TZVPD basis set

Last column: Mulliken charge in e.
Cartesian coordinates (Å):
O 1.9102 -0.0604 2.5406  -0.513
C 1.9740 0.6333 1.3133  -0.666
C 0.7533 0.4915 0.5062  0.565
C -0.2807 0.3643 -0.1017  -0.263
C -1.5124 0.1915 -0.8417  -0.241
C -1.5223 -0.9468 -2.3386  -0.501
N -1.9923 -1.2005 -0.9955  -0.429
H 1.1385 0.2630 3.0224  0.315
H 2.1778 1.7045 1.4585  0.292
H 2.8251 0.2112 0.7714  0.290
H -2.3351 0.8459 -0.5485  0.365
H -0.4415 -1.2364 -2.3698  0.220
H -1.3497 0.5228 -1.9544  0.273
H -1.3451 -1.7838 -0.4622  0.291

Forces on the atoms, in the same order (eV/Å):
-0.1688 0.0655 0.2142
0.1002 0.1334 -0.3135
-0.4284 -0.0765 -0.1737
0.4571 0.0509 0.2596
0.0390 0.1590 0.1472
0.1086 -0.1149 0.0236
-0.0409 -0.1985 0.0863
0.1181 -0.1026 -0.0189
-0.0240 -0.1638 0.0021
-0.1154 0.0662 0.0385
0.1443 -0.0504 -0.0758
-0.1313 0.1752 0.0135
-0.0059 -0.0163 -0.1066
-0.0526 0.0726 -0.0966

Output
**ΔE to the lowest compared entry with this formula, charge and spin**: 157.0 kcal per mole
**Frontier orbital gap**: 8.85 eV
**F_max**: 0.5 eV/A
**Spin multiplicity**: 1

=====

[10]
C5H7NO | ωB97M-V with the def2-TZVPD basis set

Last column: Mulliken charge in e.
Cartesian coordinates (Å):
H -3.0935 -0.1581 -0.4870  0.199
N -2.0846 -0.0945 -0.5564  -0.671
C -1.4755 -1.1001 0.0204  -0.047
C -0.0950 -0.9346 0.2247  -0.792
C -0.4206 0.8846 0.5217  0.367
O -0.8018 1.5545 1.4076  -0.434
C 0.4581 0.3164 -0.4467  0.650
C 1.9207 0.6172 -0.1473  -1.460
H -1.9970 -1.9850 0.4052  0.386
H 0.5549 -1.6081 0.7798  0.353
H 0.1627 0.4529 -1.4945  0.379
H 2.5523 -0.0851 -0.6970  0.369
H 2.1395 0.5042 0.9197  0.336
H 2.1799 1.6358 -0.4502  0.368

Forces on the atoms, in the same order (eV/Å):
-0.0226 0.0199 -0.0930
-0.0533 -0.2602 0.0973
-0.0926 0.0589 -0.1159
0.3019 -0.3443 0.2480
-0.6121 1.2167 1.2558
0.5791 -0.9708 -1.1300
0.0825 -0.1395 -0.2817
0.1034 0.0409 0.0709
0.1146 0.1865 -0.0213
-0.2238 0.2327 -0.1800
0.0303 0.0346 0.2401
-0.1070 0.0674 0.0310
-0.0553 0.0198 -0.1616
-0.0452 -0.1625 0.0406

Output
**ΔE to the lowest compared entry with this formula, charge and spin**: 71.7 kcal per mole
**Frontier orbital gap**: 8.78 eV
**F_max**: 1.9 eV/A
**Spin multiplicity**: 1